Record 1
The following is a DFT calculation (ωB97M-V/def2-TZVPD) of a 2-piece molecular cluster, C36H50N2O5 overall in a non-equilibrium geometry.

## Properties
- maximum force (eV/Å) = 2.2
- E_tot (eV) = -51356.1834
- HOMO energy (eV) = -6.098
- LUMO energy (eV) = -2.71
- net charge = 0
- M (u) = 590.8
- HOMO-LUMO gap (Ha) = 0.124

Cartesian coordinates (Å):
C: -4.404 -1.893 1.893
C: -3.236 -1.281 1.175
O: -3.107 0.081 1.596
C: -2.326 0.919 0.855
C: -1.660 1.844 1.729
C: -0.848 2.913 1.220
O: -0.909 4.045 1.739
C: 0.114 2.679 0.075
C: -0.379 3.176 -1.279
C: -0.942 4.616 -1.282
C: -2.465 4.664 -1.505
C: -3.282 5.362 -0.406
C: -4.627 4.677 -0.106
C: -4.510 3.401 0.737
C: -4.152 3.655 2.202
C: -3.833 2.398 3.021
C: -2.337 2.012 3.067
O: -2.321 0.888 -0.383
H: -4.527 -2.923 1.555
H: -4.225 -1.906 2.972
H: -5.325 -1.344 1.682
H: -2.310 -1.778 1.473
H: -3.360 -1.297 0.089
H: 1.053 3.192 0.324
H: 0.312 1.607 0.015
H: 0.452 3.124 -1.996
H: -1.136 2.459 -1.625
H: -0.658 5.112 -0.346
H: -0.458 5.163 -2.105
H: -2.636 5.208 -2.447
H: -2.847 3.646 -1.665
H: -2.686 5.444 0.514
H: -3.487 6.389 -0.743
H: -5.271 5.393 0.420
H: -5.119 4.409 -1.050
H: -5.470 2.860 0.704
H: -3.778 2.714 0.282
H: -3.301 4.348 2.267
H: -5.017 4.160 2.664
H: -4.155 2.589 4.055
H: -4.403 1.538 2.652
H: -2.242 1.070 3.620
H: -1.801 2.795 3.617
C: 0.336 -7.065 3.890
C: -0.199 -5.944 3.011
N: 0.559 -5.943 1.758
C: 0.421 -4.826 0.924
C: -0.827 -4.191 0.741
C: -0.881 -2.999 0.050
C: 0.307 -2.250 -0.201
C: 0.222 -0.860 -0.452
C: 1.351 -0.176 -1.030
C: 2.584 -0.069 -0.334
C: 3.686 0.513 -0.932
C: 3.625 0.902 -2.289
N: 4.739 1.411 -2.952
C: 5.878 1.871 -2.163
C: 6.691 2.815 -3.040
O: 7.137 2.140 -4.220
C: 6.054 1.687 -5.033
C: 5.026 0.858 -4.271
C: 2.395 0.817 -2.986
C: 1.257 0.395 -2.330
C: 1.535 -2.995 -0.199
C: 1.567 -4.286 0.289
C: 0.769 -7.207 1.063
C: 1.091 -8.337 2.032
O: 0.267 -8.314 3.197
H: 1.372 -6.808 4.192
H: -0.309 -7.196 4.770
H: -1.281 -6.080 2.827
H: -0.039 -4.974 3.502
H: -1.733 -4.659 1.133
H: -1.839 -2.598 -0.283
H: -0.765 -0.430 -0.548
H: 2.645 -0.457 0.685
H: 4.622 0.612 -0.377
H: 5.513 2.410 -1.281
H: 6.508 1.021 -1.840
H: 6.063 3.698 -3.277
H: 7.614 3.118 -2.524
H: 5.537 2.545 -5.504
H: 6.533 1.062 -5.799
H: 5.416 -0.177 -4.187
H: 4.104 0.823 -4.858
H: 2.343 1.129 -4.031
H: 0.282 0.417 -2.824
H: 2.449 -2.536 -0.568
H: 2.493 -4.864 0.289
H: -0.131 -7.491 0.481
H: 1.603 -7.068 0.365
H: 0.865 -9.302 1.560
H: 2.164 -8.274 2.300

=====

Record 2
The following is a DFT calculation (ωB97M-V/def2-TZVPD) of C12H13Cl5FO3RhS as an isolated structure.

## Properties
- maximum force (eV/Å) = 0.9
- spin multiplicity = 5
- E_tot (eV) = -97968.1591
- HOMO energy (spin up / spin down) (eV) = 0.139 / -2.106
- <S²> = 6.01
- LUMO energy (spin up / spin down) (eV) = 4.61 / 4.61
- net charge = -2
- M (u) = 536.5
- HOMO-LUMO gap (spin up / spin down) (Ha) = 0.164 / 0.247

Cartesian coordinates (Å):
Rh: 0.587 0.492 -0.549
Cl: 3.110 -0.124 -1.865
C: 3.504 0.385 -0.224
C: 2.427 0.856 0.510
C: 2.716 1.233 1.819
Cl: 1.397 1.771 2.839
C: 4.021 1.225 2.314
Cl: 4.343 1.790 3.938
C: 5.061 0.803 1.496
Cl: 6.717 0.929 2.068
C: 4.838 0.349 0.195
Cl: 5.832 -1.439 -0.274
F: 0.068 1.332 -2.393
C: -0.179 -1.998 -2.332
S: -0.160 -2.422 -0.591
O: -0.435 -3.834 -0.515
O: -1.414 -1.728 0.031
O: 1.055 -1.945 0.016
H: -1.070 -2.455 -2.754
H: 0.726 -2.443 -2.740
H: -0.160 -0.914 -2.466
C: -2.407 1.910 0.076
C: -2.634 0.395 0.080
C: -3.670 0.044 1.162
C: -3.166 -0.023 -1.293
C: -1.291 -0.277 0.373
H: -3.347 2.432 -0.133
H: -1.673 2.176 -0.688
H: -2.024 2.244 1.045
H: -4.653 0.465 0.923
H: -3.348 0.445 2.126
H: -3.772 -1.040 1.257
H: -4.107 0.493 -1.507
H: -3.341 -1.099 -1.331
H: -2.440 0.245 -2.065
H: -1.112 -0.271 1.453

=====

Which value of E_tot does entry 1 give?
-51356.1834 eV

=====

Which of these has the highest net charge?
C36H50N2O5